Molecular formula: C2H4O3Sm
Method: DFT, wB97M-V/def2-TZVPD

Structure (XYZ):
```
10
Properties=species:S:1:pos:R:3:forces:R:3:lowdin_charge:R:1
O 0.222933 0.618492 1.735846 -0.6 -0.2 -0.4 -0.082
C 1.101787 1.446650 1.561535 0.9 -0.1 0.5 -0.087
C 1.954079 1.354821 0.319407 0.2 0.5 -0.1 -0.184
O 1.643570 0.284041 -0.437906 -0.5 -0.2 -0.3 -0.034
H 1.393214 2.145675 2.360899 -0.3 0.1 -0.2 0.181
H 3.040695 1.310154 0.569345 -0.1 0.2 -0.1 0.201
Sm -0.429909 -1.042045 0.112691 -2.6 -0.9 -2.2 2.191
O -2.040825 -1.448274 -1.297718 3.5 1.1 2.6 -0.420
H -2.962502 -1.633871 -1.122985 -0.7 -0.2 -0.2 0.013
H 1.891220 2.291111 -0.316242 0.2 -0.4 0.2 0.221
```
Positions in Å, forces in eV/Å.

Output
2S+1   7
HOMO-LUMO gap (alpha / beta)   0.2803 / 0.2580 hartree
Energy relative to the best compared isomer or geometry (same formula, charge and spin)   0.000 eV
Total charge   +2

***

Molecular formula: C53H57BrCl8N9O2S2
Method: DFT, wB97M-V/def2-TZVPD

Structure (XYZ):
```
132
Properties=species:S:1:pos:R:3:forces:R:3:lowdin_charge:R:1
C 2.768655 -3.760889 4.156697 0.6 0.7 -0.1 -0.097
C 4.419805 -3.517641 4.043457 -1.0 -2.0 1.0 -0.236
O 4.799147 -2.099019 4.150760 0.0 -1.1 -2.8 -0.252
C 5.316729 -1.588549 2.837269 0.7 -0.4 0.4 -0.148
C 4.107543 -1.283101 1.771283 -1.1 -0.3 2.4 -0.085
O 4.380901 -2.062133 0.554504 -0.9 -0.1 0.6 -0.108
N 4.671634 -1.284009 -0.501958 1.3 2.7 -3.6 -0.116
C 5.825665 -0.265493 -0.389298 0.5 1.6 -0.8 -0.076
C 5.235692 1.299418 -0.395663 -0.6 0.4 -0.2 -0.181
C 5.683469 2.168450 0.920481 0.6 0.2 0.4 -0.191
C 5.440089 3.788488 0.797744 -1.1 0.6 0.5 -0.226
N 6.612462 4.628145 1.314266 -1.2 0.9 -1.8 -0.042
C 6.737710 5.940227 0.570012 4.4 0.5 -1.0 -0.401
N 7.983530 6.365440 0.173056 -4.7 -1.5 1.7 0.062
N 5.553027 6.851676 0.244955 0.6 -3.3 0.3 0.049
C 4.054816 -1.328896 -1.738783 -3.0 -0.9 -4.2 -0.076
N 4.373107 -0.497804 -2.989426 -2.6 -2.6 -0.3 0.083
C 3.476018 -0.907323 -4.137116 1.0 -2.2 7.8 -0.485
Br 3.528446 -0.099956 -5.966134 -0.2 -1.5 3.0 0.754
N 2.613137 -1.980346 -3.510264 1.3 3.9 -4.0 -0.094
C 1.591907 -2.627477 -4.421050 0.2 -3.3 0.0 -0.112
C 2.217537 -4.129006 -4.810198 3.4 -1.6 -0.7 -0.164
N 3.541932 -4.366943 -5.086034 -5.4 0.8 1.1 0.056
N 2.905920 -2.222696 -2.148220 2.4 1.3 -0.6 -0.005
C 2.099544 -3.244934 -1.378824 -0.6 0.2 2.0 -0.095
C 1.016102 -2.364126 -0.457965 0.1 0.1 0.0 -0.208
C -0.444195 -2.189728 -1.192244 1.0 -0.6 -0.8 -0.507
S -1.596241 -0.965100 -0.292886 -1.3 -1.5 -0.4 0.800
C -3.332808 -1.500701 -0.830397 -0.7 -1.8 -2.2 -0.918
S -3.514376 -2.478296 -2.251146 0.5 2.1 2.9 0.595
N -4.615090 -1.159873 -0.103653 2.0 2.4 1.2 -0.168
C -4.486698 -1.260948 1.400253 0.1 -1.4 4.9 -0.195
C -5.058127 -2.676952 2.081795 1.3 2.0 2.0 0.011
C -5.016360 -3.019417 3.685072 1.6 4.0 -1.9 -0.064
C -4.394019 -1.885803 4.692584 -0.3 0.2 -4.4 -0.072
C -3.800001 -0.488365 4.029910 -1.4 -2.3 -1.5 -0.051
C -3.827261 -0.145051 2.404968 -1.7 -3.9 1.5 -0.013
C -5.222412 0.148931 -0.558199 -1.9 4.7 -2.4 -0.110
C -4.913807 0.779320 -2.076050 -1.8 2.1 3.0 -0.153
C -5.622228 2.200494 -2.599305 -1.5 0.0 3.8 -0.124
C -6.670365 3.086417 -1.664849 2.4 -4.5 1.6 -0.061
C -6.962857 2.464728 -0.147403 2.3 -1.4 -3.0 -0.068
C -6.276990 1.061474 0.361814 0.3 1.1 -2.2 -0.021
H 2.506569 -4.312218 5.174679 0.4 1.4 -2.3 0.090
H 2.394717 -4.414394 3.252975 0.7 1.3 1.8 0.073
H 2.299989 -2.665208 4.103636 0.7 -2.6 0.3 0.085
H 4.868861 -4.131840 4.963072 -0.6 1.7 -2.0 0.140
H 4.800862 -4.061573 3.079209 -0.5 1.4 1.6 0.124
H 6.055654 -2.415225 2.395392 -1.7 1.8 0.7 0.146
H 5.990936 -0.669636 3.102585 -1.6 -1.5 -0.6 0.132
H 3.870207 -0.150801 1.597367 0.8 -2.2 0.0 0.137
H 3.120387 -1.753380 2.249931 2.2 1.0 -1.1 0.136
H 6.507197 -0.389495 -1.356976 -1.5 0.1 2.2 0.148
H 6.470785 -0.407517 0.576352 -1.5 -0.3 -1.9 0.137
H 5.597235 1.864458 -1.376025 -0.7 -1.3 2.2 0.127
H 4.045051 1.258792 -0.466683 2.6 0.1 0.2 0.123
H 6.840000 2.003370 1.076054 -2.2 0.3 -0.3 0.117
H 5.158741 1.818251 1.931270 1.1 0.5 -2.3 0.118
H 4.516585 4.095229 1.489484 1.8 -0.9 -1.6 0.126
H 5.187182 4.169851 -0.281407 0.4 -1.2 1.8 0.114
H 7.505856 4.088765 1.305042 -1.0 1.0 -0.2 0.099
H 8.730357 5.692776 0.457505 -1.0 0.4 -0.3 0.028
H 5.324403 6.685027 -0.778426 0.5 0.4 1.6 0.091
H 4.698389 6.542172 0.798920 1.5 0.4 -0.9 0.082
H 0.551620 -2.845812 -3.919172 2.2 0.8 -0.8 0.120
H 1.425590 -2.087472 -5.445590 0.6 -0.5 2.4 0.121
H 1.490244 -5.045730 -4.809388 1.0 2.0 0.0 0.119
H 3.695541 -5.395223 -5.294367 -0.5 1.4 0.3 0.063
H 1.582853 -4.067404 -2.031326 1.1 1.9 0.9 0.136
H 2.815465 -3.810855 -0.622232 -1.3 1.4 -1.8 0.145
H 1.476511 -1.288439 -0.356645 -0.7 -2.1 0.1 0.113
H 0.964671 -2.896945 0.590437 -0.2 1.2 -2.1 0.126
H -0.231001 -1.685255 -2.247170 -0.6 -1.4 2.1 0.076
H -0.909576 -3.267588 -1.278932 0.5 2.4 0.0 0.085
H -5.508448 -3.502958 1.371084 1.0 2.0 1.5 0.095
H -5.436491 -4.065974 4.042139 1.0 2.6 -0.7 0.093
H -4.376525 -2.113238 5.863601 0.1 0.8 -2.9 0.083
H -3.340695 0.283898 4.815326 -1.1 -1.8 -2.2 0.039
H -3.397342 0.858342 1.973138 -1.0 -2.2 1.1 0.099
H -4.203924 0.261398 -2.862982 -1.3 1.3 2.8 0.000
H -5.432340 2.641432 -3.691990 -0.2 -1.3 2.8 0.033
H -7.176398 4.092257 -2.052649 1.3 -2.5 1.0 0.091
H -7.687923 3.126092 0.526127 1.8 -2.0 -1.3 0.091
H -6.572173 0.702477 1.459500 0.8 0.8 -2.8 0.095
Cl 9.269281 -1.934609 3.652358 0.2 0.0 -0.1 0.664
C 8.735314 -1.286822 5.162499 -0.4 0.2 0.6 -0.679
C 9.607608 -0.666283 6.064451 -0.3 0.1 0.2 -0.685
Cl 11.295084 -0.479878 5.743956 -0.1 -0.1 -0.2 0.681
C 9.116231 -0.169244 7.275970 -0.5 -0.1 0.0 -0.104
C 7.760020 -0.287571 7.586197 0.2 -0.1 -0.3 -0.077
C 6.890435 -0.900828 6.685426 0.3 0.0 -0.1 -0.070
C 7.377082 -1.400158 5.475888 0.2 0.1 0.3 -0.116
H 9.786585 0.312418 7.984059 0.0 -0.1 -0.3 0.109
H 7.382677 0.098926 8.530103 0.1 -0.1 -0.2 0.108
H 5.833309 -0.990941 6.924739 0.2 0.0 -0.1 0.109
H 6.691296 -1.878270 4.780185 0.4 0.1 0.4 0.059
Cl -5.620541 0.129784 -4.415646 -0.7 -0.6 -2.4 0.802
C -5.036307 0.101618 -6.041424 -0.1 -0.4 -0.4 -0.609
C -5.154293 1.199795 -6.901405 0.3 -0.4 -0.4 -0.650
Cl -5.882934 2.687742 -6.411368 0.0 -0.1 0.3 0.732
C -4.669317 1.112428 -8.210391 0.2 -0.4 0.0 -0.101
C -4.066348 -0.064021 -8.659773 -0.1 0.1 0.3 -0.083
C -3.944088 -1.155821 -7.801475 -0.1 0.2 0.2 -0.086
C -4.428642 -1.073587 -6.494729 0.2 0.1 -0.5 -0.103
H -4.758461 1.959538 -8.886574 -0.1 -0.1 0.2 0.109
H -3.692147 -0.127978 -9.678895 -0.1 0.1 0.2 0.107
H -3.471959 -2.071713 -8.149531 -0.1 0.1 0.1 0.104
H -4.330043 -1.931045 -5.832958 -0.1 0.3 0.0 0.101
Cl -1.267787 0.652701 6.430156 0.1 -0.1 -0.1 0.684
C -1.784203 -0.083956 7.905259 -0.2 0.0 0.6 -0.677
C -1.897062 -1.471369 8.053009 -0.1 0.1 0.5 -0.687
Cl -1.517629 -2.573971 6.778121 0.1 0.1 -0.1 0.672
C -2.329446 -2.007534 9.270321 -0.1 0.4 0.2 -0.107
C -2.645392 -1.164275 10.337393 0.1 0.0 -0.3 -0.076
C -2.527788 0.217253 10.191791 0.1 -0.1 -0.3 -0.076
C -2.098510 0.756733 8.977780 -0.1 -0.3 0.3 -0.105
H -2.422426 -3.084026 9.393948 0.1 0.2 -0.2 0.107
H -2.982740 -1.585537 11.281564 0.1 0.0 -0.2 0.110
H -2.770817 0.874931 11.023238 0.1 -0.1 -0.2 0.110
H -2.011277 1.835788 8.873248 0.0 -0.3 -0.1 0.108
Cl -12.327349 2.408676 -8.075656 -0.1 0.1 -0.1 0.675
C -11.010233 3.424456 -8.543280 0.4 0.1 0.0 -0.686
C -11.141644 4.427586 -9.510722 0.4 0.1 0.1 -0.686
Cl -12.636005 4.750029 -10.315679 0.0 -0.2 0.1 0.676
C -10.035324 5.211922 -9.852996 0.3 -0.2 0.3 -0.109
C -8.803309 4.999288 -9.231323 -0.3 -0.1 0.0 -0.083
C -8.673939 4.003748 -8.263949 -0.3 0.0 -0.1 -0.097
C -9.775174 3.217209 -7.920763 0.3 0.3 -0.2 -0.106
H -10.127066 5.992143 -10.605061 -0.1 -0.2 0.1 0.106
H -7.945403 5.610492 -9.501790 -0.2 -0.1 0.0 0.105
H -7.715480 3.839172 -7.776940 -0.3 0.0 -0.2 0.029
H -9.664154 2.442018 -7.166010 -0.2 0.1 -0.2 0.105
```
Positions in Å, forces in eV/Å.

Output
HOMO-LUMO gap   0.2148 hartree
Total charge   +1

***

Molecular formula: C19H12N3O7Ti
Method: DFT, wB97M-V/def2-TZVPD

Structure (XYZ):
```
42
Properties=species:S:1:pos:R:3:forces:R:3:nbo_charge:R:1
Ti -0.072208 0.166742 1.098537 0.0 0.2 -0.3 1.812
O 3.068236 -1.447407 2.873762 -0.1 -0.2 -0.3 -0.472
C 2.267333 -1.310965 2.007875 -0.1 0.4 0.3 0.791
O 1.366482 -0.259493 2.058683 0.0 -0.2 0.0 -0.705
C 2.148153 -2.184125 0.795942 0.4 -0.3 -0.1 -0.268
C 3.190682 -3.088423 0.590745 -0.3 -0.1 -0.2 -0.077
C 3.164437 -3.904584 -0.528972 -0.3 0.0 0.4 0.005
C 2.133468 -3.876348 -1.448692 -0.2 0.1 0.2 -0.112
C 1.086596 -2.998918 -1.222097 0.2 -0.2 0.1 -0.041
C 1.091852 -2.136013 -0.122965 0.1 -0.2 0.1 0.412
O 0.102001 -1.245294 0.043187 -0.1 0.2 0.1 -0.646
N -0.038462 -3.010088 -2.177330 0.1 0.5 0.3 0.537
O -1.118710 -2.626415 -1.774463 -0.1 -0.2 0.0 -0.372
O 0.212864 -3.370160 -3.295910 0.0 -0.2 -0.4 -0.327
N 4.284206 -4.838442 -0.760534 0.3 1.0 -0.6 0.533
O 5.208047 -4.771932 0.013720 0.0 -0.4 0.3 -0.342
O 4.250640 -5.464783 -1.793007 -0.1 -0.5 0.1 -0.345
H 4.006549 -3.138106 1.298456 0.0 0.0 0.0 0.289
H 2.130030 -4.525899 -2.314735 0.0 0.0 0.1 0.296
N -2.174761 0.062921 1.304919 -0.3 -0.1 -0.2 -0.873
C -2.581639 1.464036 1.472227 0.0 -0.1 0.1 0.153
C -3.447450 1.748808 2.521554 0.0 0.3 -0.1 -0.244
C -3.869292 3.050864 2.730819 0.1 -0.2 0.0 -0.167
C -3.411951 4.055170 1.889904 0.0 0.0 0.0 -0.176
C -2.530205 3.761651 0.869682 0.0 -0.1 0.0 -0.159
C -2.077635 2.459418 0.626691 -0.1 0.1 0.2 -0.126
C -1.060789 2.288060 -0.454711 0.0 0.1 0.0 0.013
C -1.245741 2.971007 -1.657271 0.0 0.0 0.0 -0.203
C -0.251183 2.992407 -2.616149 0.1 0.0 0.0 -0.158
C 0.961319 2.349816 -2.396880 0.1 -0.1 0.1 -0.184
C 1.159988 1.647815 -1.218151 0.1 0.0 -0.1 -0.179
C 0.156148 1.615057 -0.251187 0.0 -0.2 0.1 -0.408
H -2.617536 -0.509816 2.025806 0.1 0.1 -0.1 0.432
H -2.504072 -0.313226 0.405291 0.1 0.1 0.2 0.438
H -3.805107 0.948961 3.156158 0.0 0.0 0.0 0.226
H -4.548548 3.274336 3.538180 -0.1 0.0 0.1 0.241
H -3.731224 5.074957 2.040614 0.0 0.1 0.0 0.241
H -2.149279 4.561167 0.251251 0.0 0.0 0.0 0.235
H -2.170371 3.498879 -1.837425 -0.1 0.0 0.0 0.231
H -0.417458 3.522261 -3.541194 0.0 0.0 -0.1 0.237
H 1.736512 2.383357 -3.148869 0.0 0.0 0.0 0.238
H 2.098080 1.122748 -1.053462 -0.1 0.1 0.0 0.228
```
Positions in Å, forces in eV/Å.

Output
HOMO-LUMO gap   0.2868 hartree
Energy relative to the best compared isomer or geometry (same formula, charge and spin)   0.439 eV
Total charge   +1

***

Molecular formula: C5H10O2
Method: DFT, wB97M-V/def2-TZVPD

Structure (XYZ):
```
17
Properties=species:S:1:pos:R:3:forces:R:3:nbo_charge:R:1
C -2.246778 -0.454911 -0.536702 -0.1 -0.1 0.0 -0.606
C -0.851841 0.153035 -0.623733 0.0 0.0 -0.1 -0.424
C -0.064396 -0.024873 0.676557 -0.1 0.3 0.0 0.108
O 0.088761 -1.399276 1.000872 0.1 -0.1 0.1 -0.719
C 1.277413 0.707033 0.675836 0.0 0.0 0.0 -0.545
C 2.250874 0.362906 -0.429819 0.0 -0.3 -0.2 0.439
O 2.120072 -0.513662 -1.252252 0.1 0.4 0.5 -0.521
H -2.783175 -0.350850 -1.486176 0.1 0.0 0.2 0.209
H -2.179270 -1.519904 -0.297997 0.0 0.1 0.0 0.221
H -2.841273 0.034362 0.244996 0.1 -0.1 -0.1 0.197
H -0.293591 -0.303421 -1.445499 -0.1 0.1 0.1 0.225
H -0.933212 1.228791 -0.833266 0.1 -0.1 0.0 0.193
H -0.663986 0.417077 1.487391 0.1 -0.1 -0.1 0.166
H 1.021175 -1.632518 0.962121 -0.1 -0.1 -0.2 0.471
H 1.806835 0.511202 1.623529 -0.1 0.1 -0.1 0.237
H 1.123932 1.795397 0.655933 0.0 -0.2 0.0 0.240
H 3.168460 0.989604 -0.421788 0.0 0.0 -0.1 0.108
```
Positions in Å, forces in eV/Å.

Output
HOMO-LUMO gap   0.3918 hartree
Energy relative to the best compared isomer or geometry (same formula, charge and spin)   1.411 eV

***

For the records above, the corresponding molar mass values read 226.4; 1279.8; 442.2; 102.1 u.